DFT (wB97M-V/def2-TZVPD) results for a molecular structure, C7H13N2O2P in a non-equilibrium geometry.

Last column: natural (NBO) charge in e.
Geometry (Å):
C -1.20 -0.73 0.15  0.722
C -2.67 1.11 0.44  0.431
C 2.62 -0.49 1.02  -0.641
C 3.32 -0.40 -1.28  -0.405
C -3.57 -1.24 0.23  -0.416
C -0.25 2.61 -0.74  -0.956
C 3.60 -0.80 -0.10  -0.174
N -2.51 -0.28 0.44  -0.475
N -0.32 0.20 0.14  -0.908
O -0.84 -1.99 0.03  -0.655
O -3.80 1.62 0.57  -0.593
P -0.79 1.63 0.71  0.951
H 3.05 0.08 1.73  0.211
H 1.81 0.03 0.71  0.231
H 2.22 -1.41 1.43  0.184
H 0.05 -2.06 0.44  0.519
H 4.00 -0.46 -2.17  0.197
H 2.35 0.05 -1.46  0.192
H -4.49 -0.87 0.48  0.235
H -3.46 -1.69 -0.81  0.212
H -3.36 -2.00 1.10  0.210
H 0.86 2.68 -0.74  0.246
H -0.63 3.67 -0.84  0.247
H -0.54 2.06 -1.67  0.234
H 4.54 -1.34 0.18  0.197

Summary:
**Orbital gap**: 9.11 eV
**Multiplicity**: 1
**E_LUMO**: 0.51 eV
**Total energy**: -23831.9082 eV
**Energy above the lowest of the compared OMol25 structures with the same formula, charge and spin**: 0.0000 eV